No. 1
{
  "formula": "C5H7N3S2",
  "method": "wB97M-V/def2-TZVPD",
  "species": ["C", "N", "C", "H", "H", "S", "N", "C", "C", "C", "H", "H", "N", "S", "H", "H", "H"],
  "positions_angstrom": [[-3.637611, -0.116344, 1.010615], [-2.680890, -0.633724, 0.292954], [-1.539258, -0.092156, 0.443209], [2.243888, 0.749697, -2.200991], [2.653325, 1.374723, -0.584939], [-1.709990, 1.479107, 1.375672], [-0.494443, -0.633340, -0.142992], [1.820121, -0.638798, -0.446995], [-3.364301, 1.040589, 1.670909], [2.530783, 0.503457, -1.137014], [1.535663, -1.435419, -1.077043], [2.581974, -1.032047, 0.409862], [0.615123, -0.112714, 0.159592], [4.255257, -0.182053, -1.489048], [-4.651677, -0.451661, 1.130218], [3.773365, -1.409315, -1.716060], [-3.931329, 1.589999, 2.302051]],
  "forces_ev_per_a": [[-2.4, 2.1, 1.7], [0.1, -2.8, -1.0], [-2.8, 3.4, 1.7], [-0.6, -0.2, 1.5], [0.0, 1.4, 1.2], [0.2, -1.4, -0.2], [5.3, -0.7, -1.4], [0.6, 0.3, 2.4], [3.4, -1.2, -2.0], [1.5, -2.1, -3.2], [0.1, -1.1, -1.0], [-2.1, 0.9, -1.8], [-1.4, 0.4, 0.7], [-0.3, 0.4, 0.3], [-0.1, -0.9, -0.6], [0.2, -0.1, -0.1], [-1.8, 1.6, 1.7]],
  "mulliken_charge": [-0.40, -0.47, 0.49, 0.29, 0.38, -0.08, -0.36, -0.70, -0.20, -0.48, 0.52, 0.27, 0.00, -0.22, 0.37, 0.13, 0.48],
  "lumo_energy_ev": -0.838,
  "smiles": "SCC/N=N/c1nccs1",
  "gap_ev": 8.304,
  "total_charge": 0,
  "relative_energy_kcal_mol": 29.3,
  "homo_ev": -9.14,
  "mol_weight_g_mol": 173.3
}


No. 2
{
  "formula": "C5H7N4O",
  "method": "wB97M-V/def2-TZVPD",
  "species": ["N", "C", "H", "H", "H", "N", "C", "O", "H", "H", "H", "C", "N", "H", "C", "N", "C"],
  "positions_angstrom": [[0.492197, 1.823097, 1.271277], [-0.972001, -1.008386, -0.354945], [-1.741831, 0.012048, -1.806570], [-2.576431, 1.007307, 1.356571], [2.379238, -1.155277, -1.561340], [1.790154, 0.211969, -0.238587], [0.597083, 0.746328, 0.444984], [-1.950267, -0.778154, -1.245024], [0.289236, -2.400762, -1.359530], [2.644546, 0.426546, 0.188609], [1.297396, 2.432375, 1.465103], [-1.441876, 0.984263, 1.303935], [0.372855, -1.486918, -0.957355], [-1.331313, -2.090765, 0.142907], [-0.668098, 0.153232, 0.528195], [-0.713292, 2.008186, 1.749718], [1.532402, -0.885090, -0.927948]],
  "forces_ev_per_a": [[2.9, -0.1, -1.2], [-0.1, -3.6, 2.5], [-0.4, -0.7, 0.7], [1.8, -0.2, 0.4], [-0.3, -1.0, 0.3], [-4.8, 1.2, 1.4], [-0.3, -0.7, 1.0], [0.0, 0.9, -2.1], [0.3, -0.2, -0.7], [1.8, 0.2, -0.1], [-1.1, 0.0, 0.2], [-2.1, 1.3, 0.1], [-0.5, 1.1, 0.2], [0.8, 3.2, -0.6], [2.0, -1.3, -2.0], [-0.9, -0.1, 0.4], [0.9, -0.1, -0.6]],
  "mulliken_charge": [0.31, -0.02, 0.38, 0.40, 0.39, -0.11, 0.16, -0.45, 0.26, 0.27, 0.24, -0.63, -0.13, 0.29, 0.40, -0.75, 0.00],
  "lumo_energy_ev": -4.147,
  "smiles": "O[C@H]1[NH+]=CNc2[nH]ncc21",
  "gap_ev": 9.401,
  "total_charge": 1,
  "relative_energy_kcal_mol": 30.9,
  "homo_ev": -13.55,
  "mol_weight_g_mol": 139.1
}


No. 3
{
  "formula": "C5H7N4S",
  "method": "wB97M-V/def2-TZVPD",
  "species": ["N", "H", "N", "H", "S", "N", "C", "N", "H", "C", "C", "C", "C", "H", "H", "H", "H"],
  "positions_angstrom": [[-2.277854, -0.202378, -0.103907], [0.565526, 1.660156, 1.689684], [-1.701214, -1.090768, -1.977828], [-0.814510, 0.919851, 0.917162], [2.451413, -0.454505, 0.277975], [-2.402472, -0.115810, -1.381366], [0.331232, 0.953141, 0.969611], [-1.474736, -1.276737, 0.168885], [0.885782, 2.508276, -0.409655], [0.976168, -0.399095, 1.329999], [2.200899, 0.812711, -0.768567], [-1.084981, -1.761611, -1.003650], [0.916648, 1.432632, -0.450428], [0.249970, 1.225810, -1.322638], [0.314090, -1.145003, 0.918643], [1.202517, -0.514192, 2.295981], [-0.338479, -2.552477, -1.149901]],
  "forces_ev_per_a": [[0.5, -1.7, 0.4], [0.7, 1.6, 1.4], [0.5, 0.2, -1.2], [1.8, -0.3, 0.1], [0.6, 0.5, -0.5], [0.0, -0.4, -0.8], [-1.5, -1.1, -2.1], [-0.2, 0.3, 0.9], [0.6, 0.6, -0.3], [-1.3, 1.4, -4.4], [0.7, -0.6, 0.3], [-1.2, 0.8, 0.0], [-1.7, -0.4, 1.3], [0.2, -0.3, 0.6], [-0.1, -0.5, 0.6], [0.9, -0.5, 3.7], [-0.6, 0.3, 0.1]],
  "mulliken_charge": [-0.42, 0.47, -0.39, 0.38, -0.03, -0.39, -0.85, -0.36, 0.40, -0.62, -0.49, 0.13, -0.26, 0.22, 0.18, 0.57, 0.45],
  "lumo_energy_ev": 3.145,
  "gap_ev": 8.308,
  "total_charge": -1,
  "relative_energy_kcal_mol": 23.5,
  "homo_ev": -5.16,
  "mol_weight_g_mol": 155.2
}


No. 4
{
  "formula": "C5H7NO",
  "method": "wB97M-V/def2-TZVPD",
  "species": ["O", "H", "N", "C", "H", "H", "H", "H", "C", "H", "C", "H", "C", "C"],
  "positions_angstrom": [[1.075304, -1.287485, -0.057052], [3.398792, -0.371179, 0.065643], [2.716864, 0.296354, -0.254325], [-0.830162, -0.122173, 0.110496], [-2.878469, -0.632528, -0.258518], [-2.682895, 0.670960, 0.931632], [0.245101, 1.862861, 0.317676], [-0.713273, -2.350304, -0.076675], [0.285916, 0.790042, 0.181451], [2.993795, 1.261195, -0.244807], [-2.277961, 0.242677, 0.008759], [-2.409886, 0.986759, -0.785410], [-0.295614, -1.357969, -0.001633], [1.396513, 0.020666, 0.016801]],
  "forces_ev_per_a": [[0.1, 0.1, 0.0], [0.0, 0.1, 0.1], [0.0, 0.0, 0.0], [0.0, -0.2, -0.1], [0.1, 0.1, 0.1], [0.1, -0.1, -0.1], [0.0, -0.2, -0.1], [0.0, 0.2, 0.0], [0.1, 0.0, -0.1], [0.0, 0.0, 0.2], [-0.1, 0.0, 0.0], [0.0, -0.1, 0.1], [-0.3, 0.0, 0.0], [-0.1, 0.1, -0.1]],
  "mulliken_charge": [-0.38, 0.23, -0.47, 0.77, 0.31, 0.27, 0.36, 0.43, -0.60, 0.21, -1.10, 0.28, -0.74, 0.43],
  "lumo_energy_ev": 1.006,
  "smiles": "Cc1coc(N)c1",
  "gap_ev": 8.544,
  "total_charge": 0,
  "relative_energy_kcal_mol": 16.1,
  "homo_ev": -7.54,
  "mol_weight_g_mol": 97.1
}


No. 5
{
  "formula": "C5H7NO",
  "method": "wB97M-V/def2-TZVPD",
  "species": ["H", "H", "C", "O", "H", "C", "C", "H", "H", "C", "H", "C", "N", "H"],
  "positions_angstrom": [[1.941111, 1.922128, -0.063962], [-2.050458, 1.010619, -0.173362], [-0.470786, -0.426233, 0.051426], [0.977634, -1.878162, -0.882880], [-0.666133, -1.986869, 0.478866], [-1.736092, 0.229323, 0.530728], [1.621436, -0.681176, -0.705052], [2.652440, -0.665133, -1.029388], [-2.552074, -0.499009, 0.598114], [-0.320502, -1.684330, -0.656027], [0.315081, 2.180119, 0.142840], [0.807220, 0.242137, -0.124792], [1.083051, 1.538317, 0.319900], [-1.601924, 0.698269, 1.513588]],
  "forces_ev_per_a": [[-0.2, -0.1, 0.2], [0.1, -0.1, 0.1], [1.2, 0.6, -2.8], [1.6, 0.8, -0.7], [0.1, -1.5, -1.9], [0.1, -0.3, 0.1], [0.1, -0.4, 0.2], [-0.1, 0.1, 0.0], [0.2, 0.1, 0.0], [-2.9, 1.0, 4.9], [0.2, -0.2, 0.1], [-0.5, -0.4, 0.3], [0.2, 0.3, -0.2], [0.0, -0.1, -0.2]],
  "mulliken_charge": [0.25, 0.29, 0.74, -0.18, 0.15, -1.22, -0.62, 0.41, 0.37, -0.86, 0.25, 0.66, -0.55, 0.33],
  "lumo_energy_ev": 0.819,
  "smiles": "Cc1cocc1N",
  "gap_ev": 9.306,
  "total_charge": 0,
  "relative_energy_kcal_mol": 77.1,
  "homo_ev": -8.49,
  "mol_weight_g_mol": 97.1
}


No. 6
{
  "formula": "C5H7NO",
  "method": "wB97M-V/def2-TZVPD",
  "species": ["H", "C", "C", "H", "H", "H", "C", "O", "C", "H", "N", "H", "H", "C"],
  "positions_angstrom": [[1.321517, 2.085113, 0.353734], [-1.113754, -1.138799, -0.151501], [0.808630, 0.055033, 0.822896], [1.272215, -0.922754, 1.027248], [2.539545, 1.232421, 1.347790], [-1.386195, -1.570166, 0.815891], [-0.299250, 0.058405, -0.132772], [-2.386131, -0.929165, -0.820037], [1.833865, 1.133924, 0.521866], [0.260865, 0.316842, 1.755740], [-2.342060, 0.731382, -2.631814], [2.374377, 0.879345, -0.393889], [-0.568291, -1.887627, -0.747330], [-2.315333, -0.043956, -1.767822]],
  "forces_ev_per_a": [[0.1, -0.1, 0.1], [0.2, 0.1, 0.1], [0.0, 0.0, -0.3], [-0.1, 0.0, 0.0], [0.1, 0.1, -0.1], [0.1, 0.0, 0.0], [-0.1, -0.2, 0.5], [-0.2, 0.2, -0.4], [0.2, 0.1, 0.0], [-0.1, 0.0, -0.2], [0.0, -0.8, 0.8], [0.0, 0.1, 0.2], [0.2, 0.0, 0.1], [-0.4, 0.7, -0.8]],
  "mulliken_charge": [0.30, -0.30, -0.27, 0.35, 0.37, 0.33, -0.26, -0.33, -1.16, 0.26, -0.45, 0.31, 0.29, 0.56],
  "lumo_energy_ev": -0.774,
  "gap_ev": 8.453,
  "total_charge": 0,
  "relative_energy_kcal_mol": 113.4,
  "homo_ev": -9.23,
  "mol_weight_g_mol": 97.1
}


Repeat the sixth record exactly.
{
  "formula": "C5H7NO",
  "method": "wB97M-V/def2-TZVPD",
  "species": ["H", "C", "C", "H", "H", "H", "C", "O", "C", "H", "N", "H", "H", "C"],
  "positions_angstrom": [[1.321517, 2.085113, 0.353734], [-1.113754, -1.138799, -0.151501], [0.808630, 0.055033, 0.822896], [1.272215, -0.922754, 1.027248], [2.539545, 1.232421, 1.347790], [-1.386195, -1.570166, 0.815891], [-0.299250, 0.058405, -0.132772], [-2.386131, -0.929165, -0.820037], [1.833865, 1.133924, 0.521866], [0.260865, 0.316842, 1.755740], [-2.342060, 0.731382, -2.631814], [2.374377, 0.879345, -0.393889], [-0.568291, -1.887627, -0.747330], [-2.315333, -0.043956, -1.767822]],
  "forces_ev_per_a": [[0.1, -0.1, 0.1], [0.2, 0.1, 0.1], [0.0, 0.0, -0.3], [-0.1, 0.0, 0.0], [0.1, 0.1, -0.1], [0.1, 0.0, 0.0], [-0.1, -0.2, 0.5], [-0.2, 0.2, -0.4], [0.2, 0.1, 0.0], [-0.1, 0.0, -0.2], [0.0, -0.8, 0.8], [0.0, 0.1, 0.2], [0.2, 0.0, 0.1], [-0.4, 0.7, -0.8]],
  "mulliken_charge": [0.30, -0.30, -0.27, 0.35, 0.37, 0.33, -0.26, -0.33, -1.16, 0.26, -0.45, 0.31, 0.29, 0.56],
  "lumo_energy_ev": -0.774,
  "gap_ev": 8.453,
  "total_charge": 0,
  "relative_energy_kcal_mol": 113.4,
  "homo_ev": -9.23,
  "mol_weight_g_mol": 97.1
}